Below is a cluster of 11 separate species, C61H132F18N11O15S6 in total, with properties calculated with wB97M-V/def2-TZVPD.

Summary:
Kohn-Sham gap = 4.5 eV
Net charge = +5

CARTESIAN COORDINATES (ANGSTROEM)
C -2.136 -0.114 6.247
N -0.669 -0.579 5.969
C 0.073 0.729 5.458
C 0.032 -0.878 7.274
C -0.660 -1.826 5.067
C -1.086 -1.576 3.587
O -0.314 -0.706 2.745
H -2.605 -1.064 6.503
H -2.518 0.212 5.279
H -2.134 0.657 7.017
H 1.143 0.525 5.423
H -0.114 1.515 6.189
H -0.339 0.846 4.455
H 0.004 -0.029 7.957
H 1.065 -1.167 7.081
H -0.460 -1.774 7.652
H -1.400 -2.486 5.522
H 0.324 -2.293 5.098
H -2.133 -1.279 3.526
H -1.109 -2.581 3.165
H -0.244 -1.085 1.865
C 3.149 4.225 -2.936
N 3.213 5.588 -2.270
C 2.349 5.638 -1.041
C 4.552 5.805 -1.780
C 2.773 6.753 -3.190
C 3.652 6.989 -4.423
O 3.576 5.859 -5.259
H 2.228 4.227 -3.520
H 3.126 3.494 -2.128
H 3.975 3.864 -3.548
H 2.648 4.811 -0.396
H 1.299 5.464 -1.275
H 2.430 6.613 -0.560
H 5.249 5.789 -2.618
H 4.776 4.928 -1.173
H 4.645 6.759 -1.260
H 2.925 7.574 -2.490
H 1.711 6.718 -3.432
H 4.545 7.531 -4.112
H 3.272 7.769 -5.084
H 3.987 6.120 -6.087
C 4.026 -3.069 2.244
N 4.370 -1.602 2.579
C 4.874 -1.041 1.192
C 3.088 -1.093 3.224
C 5.433 -1.603 3.661
C 6.156 -0.315 3.862
O 7.202 -0.217 2.918
H 3.607 -3.621 3.086
H 4.901 -3.479 1.739
H 3.200 -3.036 1.534
H 4.084 -1.099 0.443
H 5.737 -1.670 0.974
H 5.127 -0.017 1.467
H 2.743 -1.771 4.004
H 2.350 -0.806 2.475
H 3.371 -0.152 3.696
H 6.213 -2.341 3.477
H 4.970 -1.925 4.594
H 6.523 -0.456 4.879
H 5.531 0.578 3.862
H 7.838 -0.933 2.988
C -1.002 3.513 -4.105
C -1.196 5.021 -4.412
C -0.990 5.386 -5.864
N -1.340 6.888 -6.129
C -0.394 7.892 -5.429
C -1.403 7.105 -7.661
C -2.414 8.209 -7.858
C -3.127 8.471 -6.484
C -2.781 7.186 -5.715
H -0.044 3.184 -4.506
H -1.814 2.955 -4.572
H -1.160 3.266 -3.055
H -0.603 5.643 -3.743
H -2.209 5.275 -4.100
H -1.469 4.724 -6.586
H 0.043 5.231 -6.172
H 0.610 7.491 -5.572
H -0.668 8.005 -4.380
H -0.577 8.794 -6.012
H -0.429 7.333 -8.093
H -1.811 6.222 -8.153
H -1.945 9.058 -8.355
H -3.146 7.864 -8.588
H -2.762 9.265 -5.832
H -4.215 8.507 -6.520
H -2.961 7.465 -4.677
H -3.335 6.311 -6.055
C -2.959 -0.123 -2.927
C -3.746 0.916 -2.070
C -4.885 0.207 -1.328
N -4.646 -0.275 0.124
C -3.555 -1.444 0.160
C -5.991 -0.854 0.731
C -6.347 0.079 1.894
C -5.092 0.676 2.411
C -4.267 0.871 1.114
H -2.221 0.483 -3.453
H -3.459 -0.712 -3.695
H -2.375 -0.816 -2.321
H -4.203 1.704 -2.670
H -3.030 1.397 -1.403
H -5.081 -0.800 -1.696
H -5.817 0.735 -1.126
H -2.635 -1.010 -0.231
H -3.992 -2.334 -0.293
H -3.381 -1.772 1.185
H -5.824 -1.868 1.095
H -6.793 -0.959 0.001
H -6.878 -0.365 2.735
H -6.963 0.905 1.538
H -4.645 -0.008 3.133
H -5.314 1.616 2.916
H -3.250 1.004 1.484
H -4.646 1.762 0.613
C 0.590 -1.554 -5.034
C 1.583 -1.129 -6.128
C 2.174 0.237 -5.749
N 3.173 0.887 -6.769
C 4.454 0.007 -6.751
C 3.435 2.301 -6.287
C 3.810 3.184 -7.507
C 3.528 2.180 -8.703
C 2.659 1.069 -8.182
H -0.309 -0.939 -5.060
H 1.139 -1.463 -4.096
H 0.301 -2.605 -5.055
H 0.863 -1.000 -6.937
H 2.346 -1.845 -6.433
H 2.718 0.149 -4.808
H 1.301 0.877 -5.622
H 4.791 -0.089 -5.718
H 5.300 0.524 -7.204
H 4.295 -0.924 -7.294
H 4.250 2.353 -5.564
H 2.558 2.758 -5.830
H 4.883 3.371 -7.499
H 3.355 4.174 -7.558
H 4.467 1.934 -9.200
H 3.010 2.773 -9.457
H 2.634 0.086 -8.653
H 1.636 1.424 -8.056
C 0.201 7.345 7.207
C -0.137 6.866 5.783
C -1.118 5.744 5.635
N -1.742 5.602 4.176
C -2.792 6.676 3.883
C -0.696 5.507 3.027
C -1.012 4.326 2.096
C -1.594 3.370 3.113
C -2.443 4.206 4.097
H 0.576 6.573 7.878
H -0.612 7.874 7.705
H 1.082 7.975 7.087
H 0.842 6.700 5.333
H -0.562 7.774 5.356
H -1.997 5.934 6.251
H -0.813 4.747 5.953
H -3.369 6.442 2.988
H -2.229 7.606 3.809
H -3.432 6.654 4.765
H -0.555 6.457 2.512
H 0.218 5.217 3.546
H -1.831 4.691 1.477
H -0.118 4.203 1.484
H -2.253 2.725 2.531
H -0.868 2.734 3.620
H -3.415 4.317 3.617
H -2.605 3.837 5.110
C -1.593 -11.676 1.983
C -1.832 -10.181 2.507
C -2.100 -9.192 1.379
N -2.277 -7.711 1.937
C -0.982 -6.987 2.412
C -3.446 -7.804 2.960
C -3.992 -6.403 3.020
C -4.045 -5.990 1.538
C -2.913 -6.799 0.880
H -0.699 -11.776 1.368
H -2.455 -12.049 1.431
H -1.491 -12.370 2.817
H -1.031 -9.773 3.124
H -2.611 -10.124 3.267
H -2.970 -9.486 0.793
H -1.133 -9.127 0.879
H -0.262 -7.034 1.595
H -0.645 -7.436 3.346
H -1.333 -5.999 2.708
H -3.065 -8.232 3.887
H -4.293 -8.371 2.573
H -3.412 -5.750 3.673
H -5.025 -6.562 3.328
H -3.675 -4.968 1.460
H -5.005 -6.206 1.068
H -2.270 -5.998 0.514
H -3.322 -7.413 0.078
C 0.782 -6.531 -3.065
F 1.772 -7.393 -3.252
F 1.122 -5.600 -2.218
F 0.484 -6.013 -4.227
S -0.700 -7.519 -2.371
O -0.541 -7.503 -0.873
O -1.856 -6.725 -2.851
N -0.608 -8.912 -3.293
S -0.976 -9.951 -2.263
O 0.078 -10.062 -1.257
O -2.347 -9.788 -1.713
C -1.082 -11.508 -3.413
F -1.331 -12.548 -2.647
F -2.091 -11.252 -4.264
F 0.084 -11.737 -4.108
C 3.798 -0.948 7.337
F 5.047 -0.941 6.825
F 3.857 -0.277 8.491
F 2.914 -0.308 6.566
S 3.308 -2.807 7.666
O 4.587 -3.512 7.970
O 2.352 -2.787 8.755
N 2.609 -3.281 6.144
S 1.919 -4.588 6.504
O 2.867 -5.610 7.018
O 0.692 -4.499 7.280
C 1.309 -5.271 4.831
F 2.377 -5.381 4.032
F 0.667 -6.478 4.946
F 0.408 -4.403 4.257
C -0.093 -3.887 0.662
F -1.343 -3.900 1.119
F 0.822 -3.490 1.517
F 0.211 -5.094 0.122
S 0.083 -2.556 -0.834
O 1.294 -2.819 -1.567
O -1.171 -2.907 -1.492
N -0.094 -1.083 0.067
S 0.697 -0.131 -0.882
O 2.128 -0.266 -0.717
O 0.186 -0.099 -2.277
C 0.352 1.615 -0.268
F 0.831 1.811 0.974
F 0.834 2.555 -1.199
F -1.034 1.775 -0.122

Below is an isolated molecule of C2H6N2O2, with properties calculated with wB97M-V/def2-TZVPD.

Summary:
Kohn-Sham gap = 10.1 eV
Energy relative to the best compared isomer or geometry (same formula, charge and spin) = 161.5 kJ/mol
Structure (SMILES) = CN(O)C(N)=O

CARTESIAN COORDINATES (ANGSTROEM)
C 1.196 1.158 0.063
N 0.343 0.020 -0.168
O 0.956 -1.229 0.045
C -1.023 0.107 -0.012
N -1.661 -1.098 0.019
O -1.591 1.177 -0.018
H 1.664 1.107 1.050
H 1.970 1.200 -0.705
H 0.566 2.042 0.001
H 1.356 -1.496 -0.799
H -1.136 -1.915 0.282
H -2.641 -1.074 0.242

Below is a structure of composition C11H20Cl2O2W, with properties calculated with wB97M-V/def2-TZVPD.

Summary:
Kohn-Sham gap = 6.8 eV
Energy relative to the best compared isomer or geometry (same formula, charge and spin) = 0.0 kJ/mol

CARTESIAN COORDINATES (ANGSTROEM)
C -1.167 1.843 -0.183
C -2.223 0.853 -0.179
C -2.057 0.052 -1.380
C -3.397 0.822 0.732
C -0.902 0.565 -2.082
C -0.400 1.680 -1.364
C 0.642 2.606 -1.877
C -1.068 3.006 0.736
C -2.990 -0.971 -1.924
C -0.454 0.128 -3.431
W -0.499 -0.507 0.146
Cl -1.846 -2.165 0.707
Cl -0.458 0.361 2.390
O 0.377 -1.665 -1.262
H -3.193 1.377 1.650
H -3.658 -0.203 1.003
H -4.269 1.273 0.243
H -3.633 -1.391 -1.149
H -2.427 -1.787 -2.391
H -3.629 -0.525 -2.694
H -0.571 -0.953 -3.549
H 0.600 0.382 -3.582
H -1.034 0.629 -4.218
H 1.435 2.053 -2.390
H 1.103 3.170 -1.064
H 0.214 3.324 -2.594
H -1.455 2.781 1.732
H -1.632 3.863 0.338
H -0.024 3.321 0.837
H 1.322 -1.427 -1.354
O 2.012 0.760 0.122
H 1.974 1.045 1.065
C 0.774 -1.971 1.489
H 0.903 -2.852 0.848
H 0.348 -2.254 2.456
H 1.750 -1.477 1.609

Below is a structure of composition C3H3GdO2, with properties calculated with wB97M-V/def2-TZVPD.

Summary:
Kohn-Sham gap (spin up / spin down) = 5.2 / 4.4 eV
Energy relative to the best compared isomer or geometry (same formula, charge and spin) = 0.0 kJ/mol
Multiplicity = 9
Net charge = +1

CARTESIAN COORDINATES (ANGSTROEM)
C -1.157 -0.035 -0.201
O 0.918 0.139 0.289
C -0.512 1.129 0.044
C 0.016 -0.953 0.047
O -0.419 2.333 0.023
H -2.227 -0.219 -0.227
H -0.072 -1.590 0.943
H 0.318 -1.553 -0.829
Gd 3.136 0.748 -0.089

Below is an isolated molecule of C9H20OSi, with properties calculated with wB97M-V/def2-TZVPD.

Summary:
Kohn-Sham gap = 9.8 eV
Energy relative to the best compared isomer or geometry (same formula, charge and spin) = 204.7 kJ/mol
Structure (SMILES) = CC(C)(C)[C@H](C=O)[Si](C)(C)C

CARTESIAN COORDINATES (ANGSTROEM)
C -0.357 -2.301 -0.576
C -0.959 -0.884 -0.894
C -1.198 -0.903 -2.435
C -2.183 -0.617 -0.047
C -0.088 0.403 -0.615
C 1.098 0.616 -1.618
O 1.855 1.484 -2.022
Si 0.745 0.870 1.056
C -0.672 0.860 2.411
C 1.532 2.766 1.004
C 2.147 -0.412 1.271
H 0.220 -2.264 0.325
H 0.441 -2.600 -1.292
H -1.302 -2.944 -0.692
H -2.060 -1.611 -2.690
H -1.468 0.024 -2.897
H -0.292 -1.183 -2.972
H -3.021 -1.138 -0.542
H -2.213 0.464 0.070
H -2.154 -1.127 0.977
H -0.651 1.257 -0.883
H 1.245 -0.467 -2.088
H -0.086 0.656 3.305
H -1.242 1.828 2.559
H -1.357 0.048 2.251
H 0.989 3.221 0.166
H 1.226 3.263 1.908
H 2.668 2.623 0.993
H 2.569 -0.563 0.370
H 2.855 -0.098 1.999
H 1.715 -1.269 1.599

Below is an isolated molecule of C8H13P, with properties calculated with wB97M-V/def2-TZVPD.

Summary:
Kohn-Sham gap (spin up / spin down) = 8.1 / 7.6 eV
Energy relative to the best compared isomer or geometry (same formula, charge and spin) = 288.1 kJ/mol

CARTESIAN COORDINATES (ANGSTROEM)
C -0.901 -0.239 0.379
C -0.803 -1.451 -0.110
C 1.720 0.182 0.259
C 0.295 0.705 0.156
C -2.129 0.365 0.942
C -1.294 -2.773 -0.420
C 2.862 1.229 0.448
C 0.085 1.288 -1.265
P 2.115 -1.425 -0.077
H 0.188 1.517 0.851
H -2.612 1.277 0.611
H -1.962 0.396 2.043
H -2.947 -0.322 0.760
H -0.794 -3.481 0.348
H -0.907 -2.825 -1.390
H -2.328 -2.862 -0.317
H 3.759 0.636 0.454
H 2.763 1.523 1.449
H 2.707 2.057 -0.210
H 0.795 2.040 -1.566
H -0.815 1.742 -1.358
H 0.203 0.420 -1.985

What are the E_tot values for these records? In order: -8318.8319, -339.7712, -1569.0696, -1031.8830, -719.5870, -653.7904 Eh.
What are the max |F| values for these records? In order: 7.40, 0.60, 7.47, 4.68, 4.11, 3.81 eV/Å.